The following is a DFT calculation (ωB97M-V/def2-TZVPD) of the molecule C21H31N3O3.

```
58
Properties=species:S:1:pos:R:3
C -3.3169 -0.4541 2.7651
C -2.4563 0.6766 2.2179
O -3.0299 1.3721 1.1115
C -3.1166 0.6558 -0.0743
C -4.1760 -0.1959 -0.3349
C -4.2416 -0.8780 -1.5391
C -3.2510 -0.6991 -2.4874
C -2.2024 0.1730 -2.2549
C -2.1250 0.8606 -1.0503
N -1.1244 1.7744 -0.7271
C 0.0594 1.9911 -1.3699
O 0.3916 1.4001 -2.3854
N 0.8724 2.9526 -0.8135
C 0.7313 3.4672 0.5312
C 1.2812 2.4545 1.5486
C 2.3449 1.5545 0.8858
N 1.7568 0.4208 0.1889
C 0.9925 -0.5087 0.7945
O 0.7523 -0.4666 1.9901
C 0.3814 -1.5872 -0.0992
C 1.0314 -1.7918 -1.4683
C 2.4465 -2.3498 -1.3368
C 2.4177 -3.6702 -0.5719
C 1.7811 -3.4732 0.8004
C 0.3673 -2.9141 0.6693
C 3.1683 2.3782 -0.1056
C 2.2650 2.9457 -1.2239
H -2.8511 -0.8417 3.6669
H -3.3960 -1.2629 2.0425
H -4.3133 -0.0917 3.0077
H -1.4681 0.2807 1.9524
H -2.3342 1.4525 2.9789
H -4.9517 -0.3138 0.4055
H -5.0683 -1.5447 -1.7318
H -3.2974 -1.2315 -3.4254
H -1.4371 0.3266 -2.9966
H -1.3156 2.2453 0.1463
H -0.3019 3.7430 0.7487
H 1.3180 4.3903 0.5659
H 1.7331 2.9817 2.3888
H 0.4945 1.8157 1.9468
H 2.9914 1.1548 1.6782
H 1.8760 0.3802 -0.8095
H -0.6587 -1.2684 -0.2562
H 1.0168 -0.8720 -2.0565
H 0.4210 -2.5162 -2.0144
H 3.0844 -1.6435 -0.8006
H 2.8756 -2.5023 -2.3296
H 3.4321 -4.0593 -0.4599
H 1.8384 -4.4040 -1.1376
H 2.3851 -2.7778 1.3876
H 1.7509 -4.4239 1.3368
H -0.0548 -2.7463 1.6613
H -0.2658 -3.6298 0.1404
H 3.6447 3.1901 0.4455
H 3.9573 1.7636 -0.5399
H 2.3293 2.3471 -2.1339
H 2.5641 3.9696 -1.4692
```

Calculated total energy   -1208.86882 Eh
SMILES   CCOc1ccccc1NC(=O)N1CCC(NC(=O)C2CCCCC2)CC1
2S+1   1
Orbital gap   9.04 eV
Charge   0

Results of the Löwdin charge analysis, in e, for atoms 1 through 8: -0.06 -0.23 -0.08 -0.22 -0.02 -0.09 -0.08 -0.01

The following is a DFT calculation (ωB97M-V/def2-TZVPD) of C28H25CoF6IN3O3 as an isolated structure.

```
67
Properties=species:S:1:pos:R:3
Co -0.1078 0.3037 0.2325
C 3.9118 1.8503 -1.6974
C 3.1393 0.8551 -2.5168
N 3.6560 0.4850 -3.6879
C 2.9327 -0.3593 -4.4375
C 1.7189 -0.8902 -4.0654
C 1.0070 -1.7919 -5.0267
O -0.1229 -1.1752 -5.6638
C 1.1541 -0.5581 -2.7909
C -0.0608 -1.1584 -2.3968
N -0.6870 -1.1206 -1.1972
C -1.7496 -1.9289 -0.9775
C -2.1064 -3.0084 -1.8469
C -3.2290 -3.7862 -1.6706
C -4.0838 -3.5852 -0.5906
C -3.7280 -2.6058 0.3312
C -2.6082 -1.8205 0.1517
I -2.2025 -0.4884 1.7987
C 1.8930 0.4009 -2.0011
O 1.4834 0.8912 -0.8894
H 4.8577 2.0658 -2.1937
H 4.0929 1.4682 -0.6894
H 3.3361 2.7716 -1.5771
H 3.3709 -0.6275 -5.3980
H 0.6809 -2.7164 -4.5302
H 1.6842 -2.0757 -5.8352
H -0.5379 -0.6016 -5.0083
H -0.5600 -1.7338 -3.1709
H -1.4509 -3.2501 -2.6719
H -3.4345 -4.5804 -2.3815
H -4.9793 -4.1777 -0.4508
H -4.3302 -2.4576 1.2189
C 4.0357 -1.0562 2.5763
C 2.8425 -2.0116 2.4529
C 1.7850 -1.4150 1.6558
N 0.9872 -0.9024 1.0227
H 4.8002 -1.4871 3.2236
H 3.7090 -0.1035 2.9914
H 4.4680 -0.8640 1.5952
H 2.4388 -2.2429 3.4404
H 3.1449 -2.9502 1.9849
C -1.2962 1.4209 -0.5626
C -2.0999 1.9702 -1.5415
C -3.5279 1.8301 -1.5052
C -4.3305 2.3797 -2.4790
C -3.7826 3.1024 -3.5431
C -2.3935 3.2523 -3.6097
C -1.5701 2.7094 -2.6503
H -3.9644 1.2595 -0.6938
H -5.4064 2.2391 -2.4264
H -4.4223 3.5335 -4.3045
H -1.9584 3.8063 -4.4364
H -0.4938 2.8186 -2.7116
C -0.9279 3.3913 2.2324
C 0.4628 2.7208 2.2976
O 0.4841 1.4299 1.9933
C 0.9677 2.8610 3.7769
F 1.0146 4.1335 4.2716
F 2.1996 2.3413 3.9709
F 0.1368 2.1866 4.6088
C 1.4151 3.5552 1.3804
F 0.9777 3.5731 0.1177
F 2.6722 3.0801 1.3693
F 1.5106 4.8756 1.7621
H -1.6058 2.8072 2.8542
H -1.2772 3.3372 1.2013
H -0.9039 4.4281 2.5720
```

Calculated total energy   -3751.55429 Eh
2S+1   5
Orbital gap (alpha / beta)   3.76 / 5.45 eV
Charge   -2

Results of the Löwdin charge analysis, in e, for atoms 1 through 8: 0.15 -0.05 -0.29 0.05 -0.18 -0.19 -0.24 -0.08

The following is a DFT calculation (ωB97M-V/def2-TZVPD) of a 3-piece molecular cluster, C2H11N3O2 overall.

```
18
Properties=species:S:1:pos:R:3
H -1.2278 -1.2942 1.8069
N -0.9975 -1.1927 0.7996
C -0.1221 -0.2085 0.8120
N 0.6438 0.0043 1.9715
N 0.1894 0.5460 -0.2542
C -0.3784 0.2483 -1.5116
H 1.6342 0.0522 1.8936
H 0.2955 0.6799 2.7126
H 0.9626 1.1866 -0.1731
H -0.3038 0.9771 -2.2125
H -0.0670 -0.5930 -2.0728
H -1.4351 0.0870 -1.5055
O 3.6801 -0.1863 -0.6530
H 4.0914 -0.4666 -1.4996
H 2.7405 -0.5045 -0.7452
O -3.1579 0.4766 -0.0622
H -2.5849 -0.2068 0.2173
H -3.9629 0.3945 0.4762
```

Calculated total energy   -397.51759 Eh
SMILES   [H]/N=C(\N)NC.O.O
2S+1   1
Orbital gap   9.52 eV
Charge   0

Results of the Löwdin charge analysis, in e, for atoms 1 through 8: 0.06 0.08 -0.56 0.08 0.02 -0.10 0.06 0.12

The following is a DFT calculation (ωB97M-V/def2-TZVPD) of the molecule C5H7NO.

```
14
Properties=species:S:1:pos:R:3
C -0.1780 1.6376 -1.1493
C -0.4011 0.7183 0.0520
C -0.4988 -0.7567 -0.3359
C 0.3181 -1.5687 0.6119
O 0.4060 -2.7621 0.7035
C 0.7004 0.9248 1.1313
N 1.0737 -0.2781 1.4620
H -0.1254 2.6803 -0.8268
H -0.9856 1.5376 -1.8842
H 0.7635 1.3926 -1.6554
H -1.3327 1.0209 0.5515
H -1.5151 -1.1491 -0.3122
H -0.0780 -0.9448 -1.3293
H 1.6654 -0.8422 2.0289
```

Calculated total energy   -324.62551 Eh
2S+1   1
Orbital gap   9.09 eV
Charge   0

Results of the Löwdin charge analysis, in e, for atoms 1 through 8: -0.09 -0.40 -0.11 -0.28 0.12 -0.03 0.06 0.07

The following is a DFT calculation (ωB97M-V/def2-TZVPD) of a 2-piece molecular cluster, C5H14 overall.

```
19
Properties=species:S:1:pos:R:3
C 1.0118 -0.3491 1.1019
C 1.0563 0.9665 0.3259
C 2.3683 1.7661 0.5436
H 0.5692 -1.1798 0.5518
H 0.4336 -0.2134 2.0185
H 1.9966 -0.7853 1.3082
H 0.9319 0.7956 -0.7398
H 0.2208 1.5900 0.6480
H 3.0465 1.1804 1.1699
H 2.8715 2.0310 -0.3829
H 2.2073 2.6943 1.0856
C -1.9134 -1.2621 -1.6846
C -2.2722 -0.8271 -0.2504
H -1.1637 -0.6282 -2.1629
H -1.4376 -2.2445 -1.6363
H -2.8308 -1.3016 -2.2636
H -3.1604 -0.1957 -0.1805
H -1.4483 -0.3094 0.2282
H -2.4875 -1.7278 0.3194
```

Calculated total energy   -198.87404 Eh
SMILES   CCC.CC
2S+1   1
Orbital gap   12.54 eV
Charge   0

Results of the Löwdin charge analysis, in e, for atoms 1 through 8: -0.14 -0.31 -0.11 0.05 0.07 0.07 0.09 0.09

The following is a DFT calculation (ωB97M-V/def2-TZVPD) of C3H7NO as an isolated structure.

```
12
Properties=species:S:1:pos:R:3
O 1.2262 -0.6980 -1.8463
C 1.0731 -0.4766 -0.5520
C -0.1926 0.2213 -0.1302
C -0.2912 0.2932 1.3899
N -1.2438 -0.2142 -1.0174
H 1.8488 -0.7615 0.2044
H 0.8310 0.7948 -0.4687
H 0.7922 0.6508 1.6386
H -1.0426 1.0903 1.7757
H -0.3736 -0.7368 1.9654
H -0.7520 -0.6939 -1.7514
H -1.8755 0.5307 -1.2081
```

Calculated total energy   -248.38291 Eh
2S+1   1
Orbital gap   9.54 eV
Charge   0

Results of the Löwdin charge analysis, in e, for atoms 1 through 8: -0.11 -0.26 -0.40 -0.08 0.10 0.15 0.17 0.09